[1]
Entry from the OMol25 dataset: a single C4H8O molecule (ωB97M-V with the def2-TZVPD basis set).

Geometry (Å):
C 0.2861 0.8420 1.2195
C 0.2956 0.1672 -0.2069
C -1.2369 -0.0703 -1.0755
C 0.8986 -1.1869 -0.1397
O 0.3707 -2.1389 -0.6603
H 0.0824 1.9232 1.2124
H -0.4455 0.3724 1.8809
H 1.2688 0.7484 1.7238
H 0.9878 0.8276 -0.7894
H -1.1738 -0.4417 -2.1195
H -1.1879 0.9601 -0.8826
H -1.9959 -0.7067 -0.5816
H 1.8499 -1.2965 0.4190

Now the Löwdin charges, all in e:
1. C -0.08
2. C -0.30
3. C 0.00
4. C -0.29
5. O 0.04
6. H 0.07
7. H 0.07
8. H 0.08
9. H 0.14
10. H 0.07
11. H 0.01
12. H 0.07
13. H 0.12

---

[2]
Entry from the OMol25 dataset: a molecular structure, C59H47NO3PPdS2Se (ωB97M-V with the def2-TZVPD basis set).

## Properties
Charge: -1

Geometry (Å):
Pd 1.3383 0.1955 -1.1510
O 4.7719 -0.2583 -0.6803
N 3.9208 0.8128 -0.8304
C 4.4923 1.8148 -1.3544
C 3.8637 3.1294 -1.6304
C 4.7784 4.1877 -1.5662
C 4.4132 5.4970 -1.8130
C 3.1006 5.7731 -2.1607
C 2.1897 4.7341 -2.2458
C 2.5285 3.4032 -1.9869
P 1.1837 2.1254 -2.1876
C 1.0415 2.0829 -4.0331
C 1.7340 2.8859 -4.9337
C 1.5718 2.7204 -6.3042
C 0.7048 1.7576 -6.7962
C 0.0062 0.9497 -5.9075
C 0.1868 1.1015 -4.5430
C -0.2672 3.1924 -1.7530
C -1.4155 3.2478 -2.5363
C -2.5393 3.9446 -2.1055
C -2.5290 4.6086 -0.8904
C -1.3821 4.5679 -0.1039
C -0.2706 3.8599 -0.5262
H 4.1381 -1.0095 -0.5946
H 5.5535 1.7356 -1.6014
H 5.8049 3.9612 -1.3034
H 5.1461 6.2905 -1.7381
H 2.7853 6.7871 -2.3716
H 1.1701 4.9617 -2.5301
H 2.4207 3.6410 -4.5743
H 2.1310 3.3476 -6.9879
H 0.5815 1.6289 -7.8645
H -0.6712 0.1903 -6.2780
H -0.3429 0.4606 -3.8441
H -1.4556 2.7301 -3.4839
H -3.4276 3.9537 -2.7246
H -3.4072 5.1455 -0.5528
H -1.3582 5.0745 0.8536
H 0.5998 3.8060 0.1148
C -6.4858 1.3612 3.0784
C -5.3614 1.1291 2.1060
C -4.2086 1.9029 2.1487
C -3.1500 1.6512 1.2854
C -3.2455 0.6054 0.3858
C -4.4000 -0.1586 0.2998
C -5.4500 0.1069 1.1592
S -1.8384 0.3106 -0.6920
O -2.3913 0.2496 -2.0782
C -1.5456 -1.4146 -0.2349
C -1.5071 -2.2958 -1.3358
C -1.1784 -3.6023 -1.1529
C -0.8482 -4.0820 0.1363
C -0.4441 -5.4241 0.3314
C -0.0968 -5.8791 1.5690
C -0.1510 -5.0062 2.6775
C -0.5427 -3.7078 2.5193
C -0.8883 -3.1989 1.2400
C -1.2453 -1.8271 1.0370
C -1.3528 -0.9397 2.2405
C -2.4715 -1.1386 3.1217
C -3.4775 -2.0983 2.8476
C -4.5379 -2.2685 3.6919
C -4.6563 -1.4811 4.8553
C -3.7087 -0.5393 5.1383
C -2.5987 -0.3457 4.2826
C -1.6158 0.6418 4.5630
C -0.5731 0.8319 3.7156
C -0.4427 0.0330 2.5548
S 0.8742 0.5566 1.4093
O 0.9782 2.0251 1.6720
C 2.2490 -0.1615 2.3113
C 2.3539 -1.5319 2.4829
C 3.4776 -2.0484 3.1060
C 4.4989 -1.2152 3.5522
C 5.7332 -1.7815 4.2017
C 4.3688 0.1577 3.3658
C 3.2505 0.6908 2.7440
H -6.4055 2.3416 3.5475
H -6.4639 0.6084 3.8701
H -7.4560 1.2954 2.5841
H -4.1304 2.7076 2.8710
H -2.2472 2.2498 1.3211
H -4.4610 -0.9531 -0.4342
H -6.3509 -0.4948 1.1111
H -1.7307 -1.8980 -2.3156
H -1.1144 -4.2765 -1.9988
H -0.3950 -6.0742 -0.5340
H 0.2243 -6.9037 1.7057
H 0.1283 -5.3670 3.6594
H -0.5643 -3.0479 3.3771
H -3.3979 -2.6993 1.9516
H -5.2947 -3.0078 3.4628
H -5.4997 -1.6228 5.5197
H -3.7924 0.0777 6.0257
H -1.7229 1.2485 5.4548
H 0.1606 1.6096 3.8845
H 1.5868 -2.1952 2.1092
H 3.5707 -3.1216 3.2242
H 5.6767 -2.8672 4.2712
H 5.8668 -1.3834 5.2095
H 6.6249 -1.5274 3.6262
H 5.1631 0.8181 3.6961
H 3.1447 1.7539 2.5700
Se 2.1238 -2.2626 -0.7903
C 1.8308 -3.1829 -2.4368
C 1.4227 -2.5205 -3.5945
C 1.1254 -3.2262 -4.7514
C 1.2228 -4.6118 -4.7801
C 1.6367 -5.2819 -3.6357
C 1.9395 -4.5761 -2.4796
H 1.3401 -1.4405 -3.5663
H 0.8118 -2.6877 -5.6387
H 0.9834 -5.1611 -5.6824
H 1.7258 -6.3625 -3.6435
H 2.2550 -5.1034 -1.5866

Löwdin atomic charge list, values in e, 99 entries:
1. Pd 0.03
2. O -0.10
3. N -0.04
4. C -0.12
5. C -0.18
6. C -0.06
7. C -0.09
8. C -0.08
9. C -0.11
10. C -0.27
11. P 0.96
12. C -0.33
13. C -0.08
14. C -0.10
15. C -0.11
16. C -0.09
17. C -0.13
18. C -0.37
19. C -0.10
20. C -0.09
21. C -0.11
22. C -0.10
23. C -0.12
24. H -0.05
25. H 0.12
26. H 0.10
27. H 0.10
28. H 0.10
29. H 0.11
30. H 0.09
31. H 0.09
32. H 0.09
33. H 0.10
34. H 0.08
35. H 0.09
36. H 0.10
37. H 0.09
38. H 0.10
39. H 0.09
40. C -0.05
41. C -0.27
42. C -0.03
43. C -0.07
44. C -0.36
45. C -0.06
46. C -0.04
47. S 0.95
48. O -0.50
49. C -0.31
50. C -0.07
51. C -0.03
52. C -0.17
53. C -0.04
54. C -0.08
55. C -0.08
56. C -0.03
57. C -0.14
58. C -0.16
59. C -0.14
60. C -0.11
61. C -0.01
62. C -0.07
63. C -0.10
64. C -0.04
65. C -0.16
66. C -0.02
67. C -0.05
68. C -0.27
69. S 0.91
70. O -0.51
71. C -0.36
72. C -0.11
73. C -0.03
74. C -0.28
75. C -0.06
76. C -0.04
77. C -0.06
78. H 0.07
79. H 0.07
80. H 0.08
81. H 0.11
82. H 0.10
83. H 0.12
84. H 0.11
85. H 0.11
86. H 0.12
87. H 0.11
88. H 0.10
89. H 0.10
90. H 0.12
91. H 0.12
92. H 0.10
93. H 0.10
94. H 0.11
95. H 0.11
96. H 0.11
97. H 0.06
98. H 0.11
99. H 0.07

---

[3]
Entry from the OMol25 dataset: a single C26H32N2O4 molecule (ωB97M-V with the def2-TZVPD basis set).

Geometry (Å):
C 1.5103 1.0371 -1.7151
O 2.5833 0.4562 -1.0063
C 3.6437 1.2352 -0.6488
C 3.8072 2.5522 -1.0602
C 4.9096 3.2855 -0.6544
C 5.8526 2.7242 0.1859
C 5.6809 1.4236 0.6232
C 4.5990 0.6554 0.2112
C 4.4159 -0.6960 0.7415
C 3.9897 -1.7441 0.0460
C 3.5662 -3.0432 0.6644
N 2.1110 -3.2033 0.6481
C 1.4503 -2.0733 1.2853
C -0.0555 -2.2905 1.3603
C -0.5890 -2.4923 -0.0564
O -1.9958 -2.6701 -0.0858
C -2.8056 -1.5694 -0.1260
C -2.3364 -0.2659 -0.0589
C -3.1736 0.8418 -0.1598
C -2.5193 2.1771 -0.1118
O -1.3418 2.3386 -0.3903
N -3.3196 3.2004 0.2723
C -2.8606 4.5451 0.3682
C -3.3749 5.4303 1.4619
C -3.7922 5.6712 0.0382
C -4.5359 0.6380 -0.3373
C -5.0241 -0.6514 -0.3805
C -4.1960 -1.7670 -0.2683
O -4.8606 -2.9507 -0.3304
C -4.2051 -4.1827 -0.1228
C 0.0900 -3.7296 -0.6344
C 1.5918 -3.4593 -0.6847
H 1.8345 1.4441 -2.6776
H 1.0040 1.8125 -1.1339
H 0.8086 0.2242 -1.8996
H 3.0727 3.0197 -1.6965
H 5.0205 4.3048 -0.9940
H 6.7082 3.2979 0.5085
H 6.4026 0.9796 1.2941
H 4.6437 -0.8113 1.7958
H 3.8127 -1.6461 -1.0147
H 3.8863 -3.0862 1.7099
H 3.9977 -3.8953 0.1320
H 1.6449 -1.1317 0.7470
H 1.8616 -1.9773 2.2935
H -0.5281 -1.4300 1.8366
H -0.2812 -3.1799 1.9508
H -0.3155 -1.6345 -0.6853
H -1.2879 -0.0535 0.0710
H -4.2692 3.0148 0.5515
H -1.8213 4.6114 0.0751
H -2.6916 6.1239 1.9258
H -4.1088 5.0232 2.1413
H -3.3966 6.5307 -0.4794
H -4.8065 5.4260 -0.2391
H -5.2215 1.4612 -0.4709
H -6.0781 -0.8378 -0.5143
H -3.7003 -4.2126 0.8446
H -4.9986 -4.9299 -0.1431
H -3.4823 -4.3962 -0.9121
H -0.2856 -3.9347 -1.6380
H -0.1178 -4.5914 -0.0003
H 1.7669 -2.6129 -1.3700
H 2.1103 -4.3358 -1.0829

Now the Löwdin charges, all in e:
1. C -0.07
2. O -0.11
3. C -0.21
4. C -0.02
5. C -0.09
6. C -0.10
7. C -0.04
8. C -0.15
9. C -0.06
10. C -0.09
11. C -0.19
12. N -0.15
13. C -0.18
14. C -0.10
15. C -0.33
16. O -0.03
17. C -0.16
18. C 0.05
19. C -0.14
20. C -0.43
21. O 0.05
22. N 0.11
23. C -0.29
24. C -0.10
25. C -0.10
26. C -0.04
27. C 0.00
28. C -0.19
29. O -0.06
30. C -0.07
31. C -0.10
32. C -0.19
33. H 0.10
34. H 0.09
35. H 0.08
36. H 0.10
37. H 0.10
38. H 0.10
39. H 0.11
40. H 0.12
41. H 0.11
42. H 0.12
43. H 0.12
44. H 0.12
45. H 0.13
46. H 0.12
47. H 0.13
48. H 0.14
49. H 0.11
50. H 0.13
51. H 0.14
52. H 0.10
53. H 0.10
54. H 0.10
55. H 0.10
56. H 0.11
57. H 0.12
58. H 0.10
59. H 0.09
60. H 0.09
61. H 0.12
62. H 0.13
63. H 0.12
64. H 0.12

---

[4]
Entry from the OMol25 dataset: a molecular structure, C5H9P (ωB97M-V with the def2-TZVPD basis set).

Geometry (Å):
C 0.0101 -0.8368 -2.1754
C 1.4532 1.7041 0.2414
C 0.1522 -1.3858 -1.0030
C 0.3133 1.0954 0.4179
C 0.3215 -0.3934 0.6631
P -0.9852 -1.1323 1.6709
H -0.3408 -1.4363 -2.9206
H -0.0260 0.1667 -2.3227
H 1.6009 2.7657 0.0574
H 2.3906 1.1167 0.1985
H 0.0657 -2.4439 -0.9700
H -0.5752 1.6577 0.5167
H 1.2962 -0.8114 0.7434
H -0.8056 -2.5814 1.3847
H -2.1102 -0.9320 0.7586

Now the Löwdin charges, all in e:
1. C -0.04
2. C -0.01
3. C -0.10
4. C -0.25
5. C -0.54
6. P 0.76
7. H 0.02
8. H 0.02
9. H 0.06
10. H 0.08
11. H 0.05
12. H 0.08
13. H 0.05
14. H -0.08
15. H -0.08

---

Table of ΔE to the lowest compared entry with this formula, charge and spin (kcal per mole), in record order: 45.9, 0.0, 74.2, 61.0
Table of energy (eV), in record order: -6323.177, -169365.786, -38649.732, -14615.674